73
Properties=species:S:1:pos:R:3:forces:R:3:mulliken_spin:R:1 method="wB97M-V/def2-TZVPD" total_energy_ev=-59342.8876 charge=-1 spin_multiplicity=2 homo_lumo_gap_ev="6.96 / 7.01" e_homo_ev="-4.704 / -4.769" de_lowest_kj_mol=0.00 largest_force_ha_per_bohr=0.0027 s2=0.758
Tl -3.462 1.756 2.036 -0.015 0.009 -0.031 0.04
Te -0.284 3.885 2.106 0.007 0.053 -0.022 0.00
Te -0.264 -0.111 0.435 -0.033 0.012 0.060 -0.01
Si -3.687 -3.116 -0.384 0.006 -0.008 -0.013 0.00
O -3.239 0.417 4.187 -0.086 0.033 -0.014 0.04
N -1.276 0.645 3.087 -0.016 0.008 0.140 0.92
C -1.809 0.179 -2.429 -0.023 0.046 0.018 0.00
C -1.918 -3.740 -0.417 -0.007 -0.009 0.008 0.00
C -0.494 -0.535 -2.590 -0.006 -0.037 0.014 0.00
C -0.114 -0.953 -3.859 0.002 -0.021 -0.002 0.00
C 1.481 -2.039 -5.474 0.001 0.002 0.000 0.00
C 5.387 2.816 1.463 -0.002 0.004 0.001 0.00
C 1.851 -0.363 2.999 -0.006 0.008 0.011 0.03
C -1.923 -1.568 3.807 -0.001 -0.005 0.035 0.05
C 1.912 -1.854 -2.998 -0.006 -0.017 0.010 0.00
C -3.763 -1.480 0.397 -0.014 -0.014 0.000 0.01
C 3.545 1.246 2.150 0.015 0.006 -0.016 0.00
C 1.093 -1.606 -4.086 -0.006 -0.001 -0.010 0.00
C 2.050 1.849 -0.110 0.024 0.001 0.001 0.00
C 1.289 2.269 -1.337 0.003 0.023 0.017 0.00
C 0.357 -0.783 -1.498 -0.002 0.035 -0.056 0.02
C 1.561 -1.464 -1.704 0.002 -0.005 -0.009 0.00
C -1.610 5.548 1.891 -0.016 -0.028 0.011 0.00
C 4.058 2.150 1.228 0.004 -0.018 0.002 0.00
C 2.322 0.614 1.960 0.001 0.014 -0.011 0.00
C 1.567 0.910 0.811 0.040 -0.043 -0.055 0.00
C -4.328 -3.046 -2.150 0.002 0.017 0.015 0.00
C 3.299 2.434 0.107 -0.030 0.050 0.014 0.00
C -2.158 -0.073 3.721 0.111 -0.056 -0.050 -0.06
C 2.510 -1.800 -0.586 -0.003 -0.004 0.002 0.00
C -4.740 -4.340 0.576 0.011 0.011 -0.001 0.00
C -3.768 -0.403 0.986 -0.002 -0.002 -0.068 -0.01
C 1.430 5.110 1.722 -0.047 0.012 -0.007 0.00
H 1.410 5.483 0.700 -0.001 -0.007 -0.005 0.00
H 5.351 3.459 2.345 0.008 0.007 0.004 0.00
H -1.861 -4.744 -0.846 -0.013 -0.016 0.002 0.00
H 1.453 5.940 2.425 0.004 0.004 0.008 0.00
H -1.653 1.212 -2.108 0.002 -0.001 -0.006 0.00
H 1.586 3.276 -1.632 0.016 -0.005 -0.023 0.00
H -4.395 -4.409 1.609 0.007 -0.002 0.014 0.00
H -3.729 -2.361 -2.754 0.023 0.013 0.000 0.00
H -0.780 -0.762 -4.695 -0.005 0.006 -0.006 0.00
H -2.625 5.157 1.935 -0.004 0.001 0.002 0.00
H 1.556 -1.182 -6.147 0.000 0.002 -0.004 0.00
H -5.361 -2.694 -2.171 -0.012 0.005 0.002 0.00
H -2.447 -0.278 -1.669 0.006 -0.028 -0.003 0.00
H 3.181 -0.966 -0.370 -0.004 0.010 0.016 0.00
H 2.312 4.491 1.861 0.064 -0.047 -0.001 0.00
H 5.674 3.433 0.611 0.002 0.001 -0.003 0.00
H -4.697 -5.337 0.131 0.001 -0.009 -0.006 0.00
H 2.443 -2.550 -5.472 0.004 -0.002 -0.001 0.00
H 3.117 -2.666 -0.853 0.013 0.002 -0.004 0.00
H 1.967 -2.022 0.334 0.000 -0.012 -0.006 0.00
H -0.863 -1.821 3.793 0.019 0.007 -0.018 -0.01
H -4.292 -4.032 -2.619 0.002 -0.012 -0.002 0.00
H 2.850 -2.380 -3.149 0.005 -0.003 -0.001 0.00
H -1.448 6.025 0.927 -0.001 -0.005 -0.012 0.00
H -2.354 0.190 -3.374 -0.005 0.003 -0.009 0.00
H 0.958 0.021 3.496 -0.029 -0.027 0.016 0.00
H 6.176 2.080 1.629 0.002 -0.005 0.002 0.00
H -1.459 6.263 2.696 0.008 0.008 0.010 0.00
H -5.783 -4.017 0.597 -0.011 0.008 -0.002 0.00
H 3.668 3.153 -0.618 0.003 0.004 0.002 0.00
H -1.279 -3.085 -1.013 0.019 0.033 -0.025 0.00
H 1.481 1.594 -2.175 -0.024 -0.012 -0.001 0.00
H -2.396 -1.948 4.711 0.014 0.001 0.015 0.01
H 0.215 2.267 -1.146 -0.011 0.006 0.011 0.00
H 0.738 -2.720 -5.896 -0.002 -0.002 -0.001 0.00
H 4.118 1.015 3.043 0.004 -0.002 0.006 0.00
H 2.630 -0.536 3.742 0.001 -0.001 0.008 0.00
H -2.407 -2.017 2.936 -0.017 0.003 0.010 0.00
H 1.574 -1.318 2.546 0.003 -0.003 -0.001 0.00
H -1.503 -3.771 0.592 0.005 0.002 0.015 0.00